Model P:
ORCA calculation (ωB97M-V/def2-TZVPD) on 2 unconnected molecules or ions with the total composition CH2N4P.

```
8
Properties=species:S:1:pos:R:3:mulliken_charge:R:1
P 2.6282 0.7585 -0.0347 -0.053
H 2.1814 -0.4222 0.4993 0.022
C -0.4049 0.0297 0.1494 0.294
N -1.2410 1.0270 0.2743 -0.329
N -0.8129 -1.1929 0.0399 -0.320
H 2.1755 0.4269 -1.2971 0.015
N -2.3771 0.3601 0.2570 -0.319
N -2.1494 -0.9870 0.1119 -0.310
```

orbital gap (alpha / beta) = 7.003 / 8.783 eV
highest occupied orbital energy (alpha / beta) = -4.677 / -4.966 eV
net charge = -1
spin multiplicity = 1
LUMO (alpha / beta) = 2.33 / 3.82 eV

Model Q:
ORCA calculation (ωB97M-V/def2-TZVPD) on a gas-phase ion, CH2N4P (charge -1).

```
8
Properties=species:S:1:pos:R:3:mulliken_charge:R:1
P 1.9251 0.3822 0.2792 -0.167
C 0.2020 0.3105 -0.1229 0.166
N -1.9919 0.6421 0.0843 -0.630
N -1.2115 -0.9584 -1.3262 -0.324
N -2.1189 -0.3982 -0.7670 0.055
N -0.7766 1.0044 0.3070 -0.059
H 1.8651 -0.0449 1.5466 -0.042
H 2.1067 -0.9377 -0.0009 0.001
```

SMILES string = [N-]=N/N=N\C#[PH2]
orbital gap (alpha / beta) = 7.460 / 7.460 eV
highest occupied orbital energy (alpha / beta) = -3.027 / -3.028 eV
net charge = -1
spin multiplicity = 1
LUMO (alpha / beta) = 4.43 / 4.43 eV

Most favorable structure: model Q. The second most favorable one is 30.8 kJ/mol above it.

Model P:
ORCA calculation (ωB97M-V/def2-TZVPD) on 2 unconnected molecules or ions with the total composition C4H15N2O.

```
22
Properties=species:S:1:pos:R:3:mulliken_charge:R:1
H -0.5252 -0.9264 -0.1583 0.361
C -0.7613 -0.5863 -2.7661 -0.337
C -0.3492 1.1468 0.2853 -0.375
H 0.4185 1.8272 -0.0721 0.388
O 2.2445 0.2842 4.6072 -0.645
H -0.2102 1.8669 2.2883 0.344
H 3.0878 0.1787 5.0590 0.330
H 1.7625 0.9361 5.1393 0.327
N -1.3577 -1.8551 -2.4337 -0.101
H -0.3613 -0.7604 -3.7841 0.345
N 0.1178 -0.1845 -0.3760 -0.186
H 0.6758 0.8607 -2.1081 0.323
C -0.4323 0.9439 1.7692 -1.147
H -1.2664 1.4361 -0.2311 0.373
H 0.3025 0.2013 2.0899 0.364
H -0.7784 -2.6948 -2.2877 0.341
H 0.9914 -0.3948 0.1035 0.411
H 1.2737 -0.8216 -2.0295 0.448
C 0.4260 -0.1675 -1.8551 -0.656
H -1.5508 0.1646 -2.7109 0.399
H -2.3259 -2.0604 -2.6997 0.330
H -1.3816 0.6053 2.1709 0.364
```

orbital gap (alpha / beta) = 8.562 / 3.127 eV
highest occupied orbital energy (alpha / beta) = -16.087 / -16.087 eV
net charge = +2
spin multiplicity = 2
LUMO (alpha / beta) = -7.52 / -12.96 eV

Model Q:
ORCA calculation (ωB97M-V/def2-TZVPD) on 2 unconnected molecules or ions with the total composition C4H15N2O.

```
22
Properties=species:S:1:pos:R:3:mulliken_charge:R:1
H -2.0514 5.3550 0.3902 0.321
H -0.1896 1.6757 0.8563 0.312
H 3.0386 -2.2685 -1.0856 0.340
C -0.3815 -1.5995 -1.1498 -0.582
H 0.7690 1.1877 2.2686 0.327
O -1.5596 4.6736 0.7736 -0.654
H -1.2486 -2.1287 -0.7562 0.351
H 0.8971 -3.0077 -0.2209 0.408
C 0.8366 -2.5637 -1.1834 -0.362
H -1.0083 1.3048 2.4851 0.313
C -0.2072 0.9691 1.7321 -0.997
H 2.2312 -1.2306 -2.1418 0.324
C -0.5234 -0.3472 1.2227 -0.331
H -1.6238 4.8262 1.8155 0.343
H -0.5632 -1.2144 -2.1934 0.394
H -0.6120 0.4223 -0.6164 0.444
H 0.7441 -3.2005 -2.0399 0.370
H 1.0367 -0.2284 -0.2709 0.416
H -1.5972 -0.6555 0.9964 0.334
H -0.1024 -1.2136 1.7193 0.388
N -0.0701 -0.4136 -0.2030 -0.314
N 2.1286 -1.8385 -1.3862 -0.144
```

orbital gap (alpha / beta) = 8.406 / 2.740 eV
highest occupied orbital energy (alpha / beta) = -16.079 / -16.079 eV
net charge = +2
spin multiplicity = 2
LUMO (alpha / beta) = -7.67 / -13.34 eV

Model R:
ORCA calculation (ωB97M-V/def2-TZVPD) on 2 unconnected molecules or ions with the total composition C4H15N2O.

```
22
Properties=species:S:1:pos:R:3:mulliken_charge:R:1
C -1.6518 -0.9439 1.2221 -0.241
C 1.7598 2.0718 -1.5633 -0.296
H -3.0184 -2.5834 1.5902 0.370
H -1.5250 -3.0741 0.8197 0.383
H 0.7978 -0.9629 -0.5664 0.143
O 1.2442 3.4421 -1.5149 -0.141
H 2.1150 1.9331 -2.6015 0.362
C 0.6635 1.0943 -1.2452 -0.267
H -0.2029 1.1533 -1.9735 0.361
N 1.2167 -0.3134 -1.2302 -0.508
H 0.4189 -1.4315 1.1078 0.388
C -1.9442 -2.4116 1.5669 -1.179
H 2.5763 1.9440 -0.8067 0.346
H 0.0937 0.2142 0.9515 -0.005
N -0.1596 -0.6700 1.4284 -0.200
H -1.4852 -2.6193 2.5668 0.354
H 1.0624 -0.7517 -2.1428 0.311
H 0.0314 -0.3991 2.3998 0.427
H -2.1665 -0.3302 1.8945 0.414
H -1.9028 -0.7523 0.1864 0.261
H 0.1180 1.3087 -0.2664 0.270
H 1.9590 4.0818 -1.8230 0.447
```

orbital gap (alpha / beta) = 11.929 / 4.579 eV
highest occupied orbital energy (alpha / beta) = -18.828 / -18.182 eV
net charge = +2
spin multiplicity = 2
LUMO (alpha / beta) = -6.90 / -13.60 eV

Most favorable structure: model P. The second most favorable one is 136.6 kJ/mol above it.

Model P:
ORCA calculation (ωB97M-V/def2-TZVPD) on 2 unconnected molecules or ions with the total composition C4H15N2O.

```
22
Properties=species:S:1:pos:R:3:mulliken_charge:R:1
C -0.1400 -1.0759 0.3113 -0.637
H 1.0872 0.5182 -1.5323 0.267
H -0.1359 2.5076 3.2156 0.340
H 0.3462 1.6712 0.7756 0.235
H -0.9280 -1.6813 0.7796 0.509
H -1.4792 0.3880 -0.0791 0.382
H -0.4533 2.8235 -0.2387 0.355
C 0.9926 -1.9807 -0.2471 -0.520
C 0.3423 2.0848 -0.2271 -0.951
H -1.5748 2.9665 3.0377 0.330
N 0.6174 -2.6859 -1.4329 -0.061
O -1.0046 2.1986 2.9098 -0.650
H 0.1983 -0.5000 1.1816 0.309
H 1.9447 -1.4557 -0.3171 0.380
H 1.0716 -2.4558 -2.3343 0.354
H 1.2856 2.5939 -0.4139 0.360
N -0.7627 -0.1056 -0.6227 -0.183
C 0.1338 0.9754 -1.2385 -0.429
H 1.1068 -2.7480 0.5155 0.407
H -1.2695 -0.5746 -1.3772 0.421
H 0.4492 -3.6959 -1.3413 0.347
H -0.3630 1.2685 -2.1545 0.434
```

orbital gap (alpha / beta) = 9.879 / 4.144 eV
highest occupied orbital energy (alpha / beta) = -17.351 / -17.351 eV
net charge = +2
spin multiplicity = 2
LUMO (alpha / beta) = -7.47 / -13.21 eV

Model Q:
ORCA calculation (ωB97M-V/def2-TZVPD) on 2 unconnected molecules or ions with the total composition C4H15N2O.

```
22
Properties=species:S:1:pos:R:3:mulliken_charge:R:1
H -0.9368 -0.9035 0.1280 0.361
C 0.1924 1.2805 0.3280 -0.885
H 2.6727 -3.0736 0.1728 0.320
C 0.6827 -2.3687 0.7823 -0.752
H -3.3456 3.3997 -0.6098 0.321
N 1.6775 -3.2684 0.1501 -0.074
H -0.9679 2.7649 -0.6935 0.405
H -3.2559 2.6618 0.6110 0.325
N -0.4218 1.9056 -0.8971 -0.258
H 1.2294 -3.9382 -0.4688 0.331
H 0.0024 -3.1936 1.0660 0.341
H -0.0611 -1.5327 -1.1845 0.396
C 0.1026 -1.2200 -0.1234 -0.374
H -0.5630 1.3224 1.1157 0.385
H 0.9830 1.9610 0.6743 0.388
H 0.2820 2.0501 -1.6319 0.370
H 1.1345 -1.9775 1.6817 0.499
C 1.0083 0.0172 0.0621 -0.453
H 1.5691 -0.1983 1.0057 0.218
O -2.7632 2.7207 -0.2244 -0.638
H 1.8387 0.3580 -0.5927 0.427
H -1.0601 1.2328 -1.3515 0.345
```

orbital gap (alpha / beta) = 12.631 / 7.501 eV
highest occupied orbital energy (alpha / beta) = -18.952 / -18.953 eV
net charge = +2
spin multiplicity = 2
LUMO (alpha / beta) = -6.32 / -11.45 eV

Model R:
ORCA calculation (ωB97M-V/def2-TZVPD) on 2 unconnected molecules or ions with the total composition C4H15N2O.

```
22
Properties=species:S:1:pos:R:3:mulliken_charge:R:1
H 1.7028 0.8953 -0.1496 0.448
C 0.9335 0.1433 -0.1318 -0.685
H 0.9667 -0.2503 1.8640 0.329
C 0.5120 0.8755 -2.5807 -0.878
H 0.1649 1.9699 2.1476 0.469
N -1.7332 1.6344 1.3315 -0.151
H 1.1409 0.1841 -3.1184 0.351
H -0.3445 1.1361 -3.1892 0.384
H -0.8167 0.8457 -1.0089 0.339
H -0.7904 0.7487 2.8973 0.341
O 0.6013 -3.9794 -0.1673 -0.638
C -0.5331 1.1659 1.9076 -0.477
H -0.3621 -0.6601 -1.4696 0.414
H 1.4035 -0.8177 -0.2954 0.384
H 1.0548 1.8030 -2.4023 0.369
H 0.7456 -4.0167 0.7918 0.326
C 0.1504 -0.0425 1.1836 -0.577
N -0.0307 0.2902 -1.3171 -0.179
H -1.8903 2.6432 1.4539 0.348
H -0.5517 -0.8707 1.0413 0.384
H 0.2660 -4.8511 -0.4257 0.332
H -2.5898 1.1530 1.6375 0.365
```

orbital gap (alpha / beta) = 10.014 / 4.233 eV
highest occupied orbital energy (alpha / beta) = -17.182 / -17.181 eV
net charge = +2
spin multiplicity = 2
LUMO (alpha / beta) = -7.17 / -12.95 eV

Most favorable structure: model Q. The second most favorable one is 70.5 kJ/mol above it.

Model P:
ORCA calculation (ωB97M-V/def2-TZVPD) on 2 unconnected molecules or ions with the total composition H2N2O3S.

```
8
Properties=species:S:1:pos:R:3:mulliken_charge:R:1
N -0.0055 -0.6525 -0.7808 0.489
H 1.2410 -1.3286 -2.0002 0.371
S -1.0190 1.5972 1.6582 0.718
H -0.4453 -1.0768 -0.0137 0.295
O 0.0438 2.5697 1.6870 -0.363
O 0.7949 -1.8021 -1.1870 -0.423
N -0.0685 0.4099 -1.2583 -0.695
O -0.5413 0.2832 1.8947 -0.392
```

orbital gap (alpha / beta) = 5.334 / 9.532 eV
highest occupied orbital energy (alpha / beta) = -6.588 / -11.480 eV
net charge = 0
spin multiplicity = 3
LUMO (alpha / beta) = -1.25 / -1.95 eV

Model Q:
ORCA calculation (ωB97M-V/def2-TZVPD) on 2 unconnected molecules or ions with the total composition H2N2O3S.

```
8
Properties=species:S:1:pos:R:3:mulliken_charge:R:1
H -1.8582 0.0988 0.7187 0.363
S 2.5839 1.2157 -0.5238 0.572
O 2.5205 -0.2356 -0.6537 -0.561
N 0.2312 1.4391 0.3562 -0.455
O -1.1739 -0.4586 0.3264 -0.432
O 2.4432 1.8737 -1.7877 -0.399
H 0.4945 -0.5515 -0.3960 0.421
N -0.0069 0.3064 0.0702 0.490
```

orbital gap (alpha / beta) = 5.557 / 6.075 eV
highest occupied orbital energy (alpha / beta) = -6.528 / -10.262 eV
net charge = 0
spin multiplicity = 3
LUMO (alpha / beta) = -0.97 / -4.19 eV

Most favorable structure: model P. The second most favorable one is 70.8 kJ/mol above it.